Here is C10H27Cl2O2P2RuS as an isolated structure in a non-equilibrium geometry from OMol25. Energies are from ωB97M-V/def2-TZVPD.

Calculated values
net charge	+3
gap between HOMO and LUMO (spin up / spin down)	7.28 / 5.27	eV
relative energy (zero: lowest compared OMol25 entry of this formula, charge and spin)	3.1	kcal/mol
2S+1	5
⟨S²⟩	6.027

The geometry in XYZ format:
```
45
C10H27Cl2O2P2RuS (ωB97M-V/def2-TZVPD)
H 0.60 2.68 1.30
C -2.30 0.92 2.48
C 0.87 0.68 3.25
H 1.15 -2.50 -1.50
O 0.60 -1.79 2.30
H 2.66 1.07 -2.62
C -2.13 2.92 0.38
H 1.72 -1.59 -2.92
H 3.89 -0.41 0.98
C 1.18 2.10 0.57
C -1.74 -2.45 -1.63
H -1.87 3.09 -0.68
H 0.50 1.70 3.13
O -1.64 -2.62 -0.44
Cl -1.20 -0.91 -2.42
H 2.88 -2.55 -1.95
H 2.19 1.90 0.95
H 4.16 0.16 -2.21
P -1.86 1.16 0.71
H 0.36 0.21 4.10
H -3.18 3.16 0.57
C 3.28 0.68 -1.81
H -4.19 0.62 0.52
H -1.78 1.63 3.13
S 0.61 -0.39 1.83
C 3.39 -1.19 0.39
C 1.98 -1.93 -1.92
H 1.96 0.71 3.42
H -3.26 -2.92 -3.00
H -3.12 -0.77 0.07
H 4.16 -1.78 -0.14
H -1.61 -3.39 -3.53
H 2.86 -1.86 1.08
H -3.37 0.58 -1.07
Cl -0.05 1.77 -2.21
C -3.29 0.31 -0.02
H -3.38 1.07 2.58
Ru 0.14 0.44 -0.14
C -2.30 -3.33 -2.68
P 2.25 -0.47 -0.85
H -2.45 -4.33 -2.27
H 1.26 2.71 -0.34
H -2.07 -0.11 2.80
H -1.47 3.52 1.02
H 3.60 1.50 -1.17
```